1 | The following is a quantum chemistry calculation of a cluster of 6 separate species, C12H36O6 in total, from the OMol25 dataset.

Last column: natural (NBO) charge in e.
Element x y z (Å)
C 29.86 -7.59 -1.70  -0.63
C 29.13 -8.08 -0.45  -0.06
O 27.82 -8.55 -0.75  -0.72
H 29.22 -6.88 -2.24  0.20
H 30.05 -8.43 -2.36  0.21
H 30.82 -7.13 -1.49  0.22
H 29.10 -7.28 0.28  0.16
H 29.63 -8.96 -0.07  0.18
H 27.26 -7.81 -1.03  0.46
C 29.94 -4.46 8.37  -0.64
C 29.70 -5.91 8.71  -0.07
O 30.86 -6.67 8.31  -0.74
H 29.95 -4.30 7.29  0.21
H 30.85 -4.05 8.80  0.23
H 29.11 -3.83 8.72  0.22
H 28.81 -6.38 8.26  0.17
H 29.56 -5.99 9.79  0.17
H 30.81 -7.54 8.73  0.48
C 31.74 -9.80 3.24  -0.64
C 32.91 -8.81 3.32  -0.06
O 32.42 -7.47 3.32  -0.74
H 31.20 -9.65 2.31  0.21
H 31.14 -9.71 4.14  0.20
H 32.11 -10.83 3.37  0.20
H 33.56 -8.94 2.46  0.17
H 33.49 -9.01 4.23  0.15
H 31.95 -7.37 4.17  0.49
C 26.49 -8.52 6.99  -0.63
C 25.96 -7.10 6.66  -0.07
O 24.82 -6.94 7.48  -0.72
H 25.73 -9.25 7.22  0.23
H 27.19 -8.40 7.82  0.20
H 27.06 -8.92 6.14  0.21
H 25.85 -7.03 5.57  0.16
H 26.76 -6.38 6.88  0.15
H 24.15 -6.46 6.99  0.47
C 26.51 -2.96 3.59  -0.64
C 26.24 -3.33 5.05  -0.06
O 26.18 -2.14 5.85  -0.72
H 25.90 -2.13 3.24  0.22
H 26.27 -3.78 2.91  0.21
H 27.55 -2.66 3.41  0.20
H 27.00 -3.95 5.51  0.16
H 25.28 -3.83 5.01  0.17
H 27.08 -1.91 6.09  0.46
C 29.27 -6.15 3.58  -0.64
C 29.28 -6.34 5.09  -0.06
O 30.61 -6.57 5.48  -0.77
H 30.10 -5.47 3.36  0.22
H 28.36 -5.75 3.14  0.21
H 29.47 -7.08 3.04  0.22
H 28.64 -7.19 5.38  0.15
H 28.88 -5.45 5.59  0.15
H 30.71 -6.56 6.45  0.51

Properties
Lowest unoccupied orbital energy   0.445 eV
Highest occupied orbital energy   -9.69 eV
HOMO-LUMO gap   10.1 eV
Structure (SMILES)   CCO.CCO.CCO.CCO.CCO.CCO


2 | The following is a quantum chemistry calculation of a cluster of 6 separate species, C12H36O6 in total, from the OMol25 dataset.

Last column: natural (NBO) charge in e.
Element x y z (Å)
C 150.74 148.51 59.76  -0.67
C 151.75 147.71 58.96  -0.09
O 151.11 147.13 57.74  -0.78
H 149.84 147.76 59.89  0.23
H 150.19 149.29 59.15  0.21
H 151.40 149.08 60.47  0.23
H 152.42 147.01 59.41  0.18
H 152.45 148.36 58.54  0.17
H 151.74 146.51 57.40  0.49
C 154.33 150.73 58.78  -0.63
C 155.10 149.97 59.91  -0.03
O 154.38 148.97 60.29  -0.72
H 153.38 150.97 58.96  0.20
H 154.46 149.99 58.04  0.20
H 154.92 151.54 58.60  0.20
H 155.23 150.55 60.82  0.14
H 156.16 149.61 59.64  0.15
H 153.92 149.31 60.95  0.48
C 152.33 147.69 63.12  -0.63
C 151.74 149.09 63.24  -0.07
O 152.64 150.03 62.66  -0.75
H 151.76 147.07 63.67  0.21
H 153.40 147.57 63.33  0.22
H 152.44 147.39 61.98  0.20
H 151.70 149.36 64.26  0.16
H 150.75 149.23 63.04  0.17
H 152.09 150.84 62.40  0.48
C 148.37 150.51 56.75  -0.66
C 148.04 152.06 56.53  -0.06
O 148.99 152.99 56.92  -0.70
H 149.56 150.24 56.55  0.21
H 147.74 149.79 56.29  0.22
H 148.42 150.22 57.76  0.20
H 147.02 152.34 57.16  0.18
H 148.11 152.19 55.31  0.15
H 149.75 152.55 56.35  0.47
C 153.78 149.54 54.61  -0.64
C 153.06 148.71 55.53  -0.08
O 151.90 149.48 56.03  -0.78
H 153.40 149.67 53.59  0.21
H 154.71 148.78 54.54  0.20
H 154.07 150.64 54.71  0.23
H 153.73 148.26 56.36  0.17
H 152.65 147.86 54.81  0.18
H 151.40 149.00 56.75  0.50
C 151.01 143.76 57.11  -0.63
C 152.56 144.05 57.03  -0.08
O 152.79 145.37 56.53  -0.74
H 150.60 144.57 57.75  0.22
H 150.64 142.93 57.45  0.21
H 150.47 143.84 56.08  0.21
H 152.87 143.43 56.23  0.16
H 153.23 143.98 57.92  0.18
H 153.76 145.24 56.22  0.48

Properties
Lowest unoccupied orbital energy   0.472 eV
Highest occupied orbital energy   -9.55 eV
HOMO-LUMO gap   10.0 eV
Structure (SMILES)   CCO.CCO.CCO.CCO.CCO.CCO


Last place for stability: 2


1 | The following is a quantum chemistry calculation of an isolated molecule of C2H6N6, from the OMol25 dataset.

Last column: natural (NBO) charge in e.
Element x y z (Å)
H 0.76 -1.25 -1.76  0.35
N -0.24 -0.99 -1.76  -0.66
C -0.59 -0.29 -0.78  0.45
N -1.95 0.03 -0.50  -0.18
N -1.93 0.74 0.54  0.04
N -0.67 0.77 1.17  -0.27
N 0.24 0.28 0.22  -0.18
N 1.34 -0.46 0.65  -0.48
C 2.64 -0.01 0.27  -0.40
H -0.56 1.74 1.25  0.37
H 1.24 -1.48 0.77  0.37
H 2.60 1.04 0.54  0.21
H 2.79 -0.23 -0.84  0.17
H 3.33 -0.68 0.81  0.21

Properties
Lowest unoccupied orbital energy   0.108 eV
Highest occupied orbital energy   -9.23 eV
HOMO-LUMO gap   9.3 eV
Structure (SMILES)   [H]/N=c1/nn[nH]n1NC


2 | The following is a quantum chemistry calculation of a cluster of 2 separate species, C2H6N6 in total, from the OMol25 dataset.

Last column: natural (NBO) charge in e.
Element x y z (Å)
C 0.56 1.96 -0.85  0.33
C 0.59 -1.23 0.32  0.44
N -0.23 1.38 -0.14  -0.10
N 1.48 -0.88 -0.33  -0.45
N -1.14 1.34 0.69  -0.54
N 1.55 1.68 -1.67  -0.80
N -1.68 -1.56 0.99  -0.65
N -0.30 -1.95 0.91  -0.50
H -0.89 1.76 1.65  0.32
H 2.13 0.89 -1.44  0.41
H 2.10 2.46 -2.04  0.39
H -1.73 -0.63 0.68  0.39
H -2.24 -2.19 0.47  0.35
H -0.20 -3.04 0.74  0.41

Properties
Lowest unoccupied orbital energy   0.537 eV
Highest occupied orbital energy   -8.33 eV
HOMO-LUMO gap   8.9 eV


Last place for stability: 2


1 | The following is a quantum chemistry calculation of a cluster of 2 separate species, C5H15NO in total, from the OMol25 dataset.

Last column: natural (NBO) charge in e.
Element x y z (Å)
C -1.39 0.66 -2.48  -0.62
C -0.43 1.52 -1.58  -0.41
C 0.52 0.62 -0.80  -0.42
C -0.23 -0.12 0.30  -0.29
N 0.57 -0.99 1.10  -0.11
C 1.76 -1.65 0.53  -0.48
H -0.88 -0.30 -2.62  0.19
H -1.49 0.99 -3.50  0.24
H -2.40 0.51 -2.12  0.22
H 0.08 2.16 -2.30  0.24
H -1.08 2.11 -0.93  0.22
H 0.93 -0.12 -1.52  0.22
H 1.37 1.13 -0.34  0.23
H -0.63 0.58 1.08  0.27
H -1.13 -0.68 -0.07  0.29
H 0.07 -1.67 1.68  0.41
H 2.17 -2.34 1.27  0.26
H 1.56 -2.17 -0.38  0.27
H 2.47 -0.85 0.29  0.26
H -1.23 0.60 4.38  0.48
H -0.25 -0.17 3.55  0.43
O -0.35 0.19 4.44  -0.90

Properties
Lowest unoccupied orbital energy (alpha / beta)   -3.487 / -8.121 eV
Highest occupied orbital energy (alpha / beta)   -14.99 / -14.99 eV
Multiplicity   2
Net charge   +1
HOMO-LUMO gap (alpha / beta)   11.5 / 6.9 eV


2 | The following is a quantum chemistry calculation of a cluster of 2 separate species, C5H15NO in total, from the OMol25 dataset.

Last column: natural (NBO) charge in e.
Element x y z (Å)
C 0.75 0.33 1.17  -0.29
N 0.43 0.66 -0.14  0.08
C -0.88 1.32 -0.42  -0.26
C -0.89 1.94 -1.77  -0.66
C 0.70 -0.63 -0.97  -0.49
C 2.15 -0.18 1.52  -0.60
H 0.78 1.37 1.46  0.23
H -0.01 -0.29 1.60  0.27
H -1.57 0.50 -0.18  0.26
H -1.09 2.16 0.31  0.26
H -1.86 1.88 -2.10  0.25
H -0.36 1.37 -2.58  0.23
H -0.63 3.04 -1.95  0.26
H 0.38 -1.49 -0.43  0.24
H 0.24 -0.68 -1.96  0.25
H 1.82 -0.81 -1.16  0.27
H 2.69 0.43 0.75  0.21
H 2.15 -1.21 1.21  0.23
H 2.48 0.17 2.47  0.26
H -2.72 -3.93 1.44  0.49
H -2.34 -2.84 0.42  0.46
O -2.22 -3.13 1.32  -0.95

Properties
Lowest unoccupied orbital energy (alpha / beta)   -2.756 / -7.410 eV
Highest occupied orbital energy (alpha / beta)   -14.64 / -14.64 eV
Multiplicity   2
Net charge   +1
HOMO-LUMO gap (alpha / beta)   11.9 / 7.2 eV


Last place for stability: 2


1 | The following is a quantum chemistry calculation of the ion C6H13N5 with charge +2, from the OMol25 dataset.

Last column: natural (NBO) charge in e.
Element x y z (Å)
C -0.25 2.52 -1.13  0.15
N 0.21 1.35 -0.95  -0.41
C 0.29 0.19 -0.36  0.66
N -0.85 -0.84 -0.57  -0.58
C -2.15 -0.75 -0.20  0.66
N -2.92 -1.65 -0.78  -0.71
N -2.62 0.33 0.42  -0.42
C -2.96 0.78 1.53  0.12
N 1.46 -0.15 0.09  -0.32
C 2.56 0.73 0.12  -0.48
C 1.83 -1.45 0.74  -0.42
H -0.62 3.19 -0.40  0.22
H 0.03 2.85 -2.13  0.23
H -0.70 -1.27 -1.43  0.43
H -3.92 -1.79 -0.68  0.46
H -2.56 -2.23 -1.59  0.44
H -3.35 1.78 1.76  0.25
H -3.14 0.01 2.26  0.20
H 2.79 1.28 1.05  0.26
H 3.55 0.22 -0.02  0.26
H 2.58 1.58 -0.67  0.25
H 0.82 -2.11 0.68  0.24
H 2.78 -1.86 0.23  0.26
H 2.21 -1.13 1.75  0.25

Properties
Lowest unoccupied orbital energy   -7.727 eV
Highest occupied orbital energy   -17.43 eV
Net charge   +2
HOMO-LUMO gap   9.7 eV
Structure (SMILES)   C=NC(/[NH+]=C(/N)N=C)=[N+](C)C


2 | The following is a quantum chemistry calculation of the ion C6H13N5 with charge +2, from the OMol25 dataset.

Last column: natural (NBO) charge in e.
Element x y z (Å)
C 1.19 -2.02 -0.88  -0.68
C 0.99 -0.92 0.11  0.62
N 0.31 -1.03 1.16  -0.46
C -0.81 -0.72 1.68  0.37
N -1.65 0.10 1.06  -0.61
C -1.46 0.16 -0.33  0.38
N -2.25 -0.55 -1.08  -0.76
C -0.56 1.11 -0.73  -0.24
N 0.19 1.94 0.23  -0.55
C 1.54 1.37 0.69  -0.05
N 1.84 0.19 0.01  -0.57
H 0.57 -1.67 -1.75  0.26
H 0.78 -3.04 -0.60  0.29
H 2.21 -2.12 -0.99  0.26
H -1.07 -1.10 2.71  0.27
H -2.58 0.21 1.25  0.44
H -1.99 -0.53 -2.08  0.43
H -2.87 -1.35 -0.86  0.46
H -0.37 1.41 -1.80  0.26
H -0.46 2.23 1.01  0.46
H 0.22 2.92 -0.20  0.48
H 1.42 1.26 1.71  0.23
H 2.25 2.09 0.36  0.26
H 2.57 0.05 -0.66  0.45

Properties
Lowest unoccupied orbital energy   -7.362 eV
Highest occupied orbital energy   -17.05 eV
Net charge   +2
HOMO-LUMO gap   9.7 eV
Structure (SMILES)   C\C1=N/C=[NH+]\C(N)=C/[NH2+]CN1


Last place for stability: 1


1 | The following is a quantum chemistry calculation of a cluster of 2 separate species, CH5INO in total, from the OMol25 dataset.

Last column: natural (NBO) charge in e.
Element x y z (Å)
C 1.01 -0.04 0.34  0.56
N 1.07 -1.30 0.07  -0.67
O 0.75 0.86 -0.51  -0.56
I -2.46 0.86 -0.80  -0.12
H 0.85 0.18 1.39  0.21
H 1.22 -1.95 0.89  0.46
H -3.79 1.49 -0.46  0.13
H 0.94 -1.75 -0.82  0.45
H 0.40 1.65 -0.08  0.55

Properties
Lowest unoccupied orbital energy   -4.791 eV
Highest occupied orbital energy   -13.68 eV
Net charge   +1
HOMO-LUMO gap   8.9 eV


2 | The following is a quantum chemistry calculation of a cluster of 2 separate species, CH5INO in total, from the OMol25 dataset.

Last column: natural (NBO) charge in e.
Element x y z (Å)
C 0.36 -0.67 0.62  0.13
N -0.39 0.34 1.11  -0.69
O 0.37 -0.56 -1.61  -0.92
I -0.63 -2.61 0.63  0.33
H 1.49 -0.54 0.58  0.28
H -0.19 1.29 0.92  0.44
H -1.45 0.30 1.26  0.44
H 0.53 -0.95 -2.51  0.51
H -0.22 -1.35 -1.59  0.47

Properties
Lowest unoccupied orbital energy   -5.504 eV
Highest occupied orbital energy   -15.15 eV
Net charge   +1
HOMO-LUMO gap   9.7 eV


Last place for stability: 2


1 | The following is a quantum chemistry calculation of an isolated molecule of C2H8N4O, from the OMol25 dataset.

Last column: natural (NBO) charge in e.
Element x y z (Å)
N 0.40 0.43 1.99  -0.81
C 0.04 -0.54 1.13  0.64
O 0.00 -1.72 1.40  -0.63
C -0.27 -0.04 -0.29  0.34
N -0.59 1.34 -0.33  -0.87
N -1.21 -0.90 -0.89  -0.85
N 1.26 0.05 -0.92  -0.91
H 0.50 1.37 1.63  0.43
H 0.76 0.18 2.89  0.40
H -1.59 1.49 -0.45  0.38
H 0.00 1.69 -1.11  0.39
H -1.19 -0.91 -1.90  0.37
H -1.17 -1.83 -0.50  0.40
H 1.85 -0.76 -0.72  0.37
H 1.22 0.14 -1.93  0.35

Properties
Lowest unoccupied orbital energy   0.966 eV
Highest occupied orbital energy   -9.03 eV
HOMO-LUMO gap   10.0 eV
Structure (SMILES)   NC(=O)C(N)(N)N


2 | The following is a quantum chemistry calculation of a cluster of 2 separate species, C2H8N4O in total, from the OMol25 dataset.

Last column: natural (NBO) charge in e.
Element x y z (Å)
N -2.12 -0.68 0.00  -0.85
C -1.19 0.35 -0.46  0.26
N -1.47 1.63 0.12  -0.82
N 0.19 0.03 -0.19  -0.66
C 0.78 -1.04 -0.18  0.92
O 1.13 -2.16 -0.18  -0.54
H -1.99 -1.55 -0.50  0.36
H -1.99 -0.85 0.99  0.35
H -1.32 0.43 -1.55  0.17
H -1.32 1.61 1.12  0.35
H -2.44 1.87 -0.05  0.37
N 2.79 -0.05 0.21  -1.08
H 2.29 0.87 0.13  0.40
H 3.23 -0.23 1.10  0.38
H 3.43 -0.23 -0.56  0.38

Properties
Lowest unoccupied orbital energy   0.825 eV
Highest occupied orbital energy   -9.32 eV
HOMO-LUMO gap   10.1 eV
Structure (SMILES)   NC(N)N=C=O.N


Last place for stability: 2